80
Properties=species:S:1:pos:R:3:forces:R:3:lowdin_spin:R:1 method="wB97M-V/def2-TZVPD" total_charge=-1 lumo_energy_ev="1.747 / 1.707" orbital_gap_ev="1.461 / 7.991" homo_ha="0.011 / -0.231" spin_multiplicity=2
C 5.947262 -1.015512 -0.097193 0.8 -1.6 0.2 0.061
S 4.241472 -0.912372 -0.639063 -2.1 0.2 -0.8 0.264
O 3.201732 -1.175952 0.438567 1.2 0.2 0.0 0.023
C 4.032242 -2.366582 -1.753733 1.4 -0.6 0.4 0.109
H 6.390242 -0.331032 0.626247 -1.0 0.6 0.2 0.013
H 6.581112 -0.890132 -0.975043 -0.3 -0.2 -0.4 0.031
H 6.125962 -2.013552 0.302897 0.1 -0.1 -0.1 0.019
H 3.079442 -2.399512 -2.282113 -0.1 0.8 0.1 0.028
H 4.090482 -3.325472 -1.238713 0.0 0.2 0.7 0.040
H 4.854042 -2.456442 -2.464143 0.0 0.5 -0.3 0.065
C -3.228828 -1.265632 3.065697 -0.1 -0.1 1.0 0.002
S -2.538318 -2.837852 3.828977 -2.0 -2.0 0.1 0.006
O -3.648378 -3.818142 4.327937 1.5 2.4 -0.4 0.000
C -2.203018 -3.677532 2.278377 -0.3 0.1 -0.9 0.006
H -3.973558 -0.886332 3.765407 -0.1 -0.3 0.2 0.000
H -3.712278 -1.285022 2.088977 0.3 -0.5 -0.1 0.001
H -2.431048 -0.525352 3.125917 0.3 -0.2 -0.3 0.000
H -3.174678 -3.575632 1.795057 0.2 0.2 -0.5 0.001
H -2.098758 -4.761032 2.335417 0.4 0.2 0.9 0.001
H -1.377828 -3.260702 1.700967 -0.1 0.2 0.0 0.004
C 1.471272 -0.147022 4.929777 1.0 0.7 0.7 0.003
C 0.299092 -0.292282 5.666497 0.1 0.4 -0.1 0.000
C -0.723168 0.554238 5.345487 -1.3 -0.3 0.6 0.000
C -0.606998 1.458508 4.332177 -2.3 0.7 -0.1 0.000
C 0.528322 1.697198 3.686927 3.6 -0.2 -0.7 0.001
C 1.670682 0.922418 4.043777 -1.5 -0.8 -0.3 0.002
H 2.299412 -0.761462 5.250807 0.3 -0.1 -0.4 0.001
H 0.194392 -0.973232 6.498217 0.2 -0.3 -0.1 0.000
H -1.689898 0.584028 5.826057 0.0 -0.5 0.4 0.000
H -1.497048 1.988198 4.026167 -0.1 0.3 0.1 0.000
H 0.596042 2.481208 2.947227 0.1 0.0 -0.1 0.000
H 2.613442 1.023668 3.526707 0.0 0.1 0.1 0.001
O 1.301602 2.324388 -1.540433 0.8 0.1 0.0 0.007
C 0.570822 1.420128 -1.261333 -0.6 1.1 0.5 0.010
O -0.477668 1.158118 -2.035803 0.1 1.2 -1.8 0.006
C -1.181828 0.041998 -1.665863 -0.8 -1.7 0.9 0.007
C -0.854078 -0.201452 -0.208133 0.1 0.8 1.2 0.007
C 0.480372 0.595788 -0.031083 -0.1 -1.5 0.8 0.006
H -0.802768 -0.819642 -2.215403 -0.2 0.0 -0.3 0.004
H -2.250268 0.194918 -1.817973 0.2 0.0 -0.3 0.001
H -0.969538 -1.242512 0.093487 0.9 -0.2 -0.3 0.004
H -1.549548 0.278378 0.480487 -0.4 0.3 -0.3 0.000
H 1.386272 0.000818 0.084937 0.0 -0.3 -0.1 0.003
H 0.428232 1.204088 0.871877 0.1 0.3 -0.3 0.000
O -1.447248 -6.445632 -3.759543 1.8 3.7 -1.9 0.004
C -1.073088 -5.279232 -4.087513 -0.3 -4.1 1.6 0.016
O -1.828568 -4.277072 -3.695443 -0.1 1.1 0.4 0.004
C -1.275078 -2.993232 -4.046223 0.3 0.1 -0.7 0.014
C 0.214672 -3.244902 -4.539143 -1.4 0.3 -0.8 0.052
C 0.237362 -4.744462 -4.734673 -0.3 -1.0 0.4 0.042
H -1.484828 -2.264632 -3.263123 0.5 -0.5 0.3 0.001
H -1.926868 -2.655622 -4.852013 0.4 0.1 -0.4 0.002
H 1.081182 -2.888112 -3.982413 -0.5 0.1 0.5 0.026
H 0.291882 -2.810432 -5.535823 0.1 0.4 0.1 0.010
H 1.102252 -5.191152 -4.244233 -0.2 -0.2 0.2 0.030
H 0.333472 -5.017512 -5.785543 -0.4 -0.2 0.1 0.004
O -3.345778 2.326198 -1.463933 -2.1 0.1 0.6 0.001
C -4.543148 2.593248 -1.551193 4.4 0.1 2.1 0.002
O -5.080218 2.597758 -2.718373 -2.1 0.2 -2.7 0.002
C -6.386958 3.142808 -2.651273 -1.9 1.1 0.5 0.001
C -6.463178 3.923528 -1.327273 0.6 -1.1 1.1 0.000
C -5.483308 3.094018 -0.447123 0.9 0.3 -1.9 0.002
H -7.167298 2.382648 -2.687633 0.3 -0.4 0.1 0.000
H -6.657108 3.849848 -3.435633 0.8 -0.3 -0.5 0.000
H -7.439328 3.991378 -0.847043 -0.1 0.0 -0.5 0.000
H -6.040428 4.921118 -1.446383 -0.1 0.0 0.0 0.000
H -5.847418 2.155788 -0.028473 -0.4 0.5 0.6 0.001
H -4.844028 3.729068 0.166167 -0.4 -0.5 0.6 0.000
O 4.046232 5.747618 0.786197 0.2 -0.8 -0.5 0.000
C 4.162472 4.556678 0.617907 0.0 2.7 0.4 0.001
O 3.497922 3.713418 1.479907 1.1 0.8 -0.8 0.001
C 4.148742 2.493488 1.280697 -0.4 -2.7 0.5 0.008
C 4.437862 2.413038 -0.187483 1.5 -1.3 -0.9 0.011
C 4.996462 3.815688 -0.451493 -1.6 -1.5 0.0 0.008
H 3.609602 1.691538 1.784977 -0.7 0.0 -0.7 0.002
H 5.093582 2.391388 1.814507 0.5 0.8 0.1 0.004
H 3.699692 2.144828 -0.943313 -0.8 0.2 0.8 0.002
H 5.212142 1.676198 -0.401173 0.2 -0.1 0.3 0.005
H 4.689632 3.978228 -1.484703 0.1 1.2 0.2 0.002
H 6.084232 3.771818 -0.397203 -0.1 0.8 0.5 0.005

***

79
Properties=species:S:1:pos:R:3:forces:R:3:mulliken_charge:R:1 method="wB97M-V/def2-TZVPD" total_charge=+2 lumo_energy_ev="-6.425 / -6.068" orbital_gap_ev="6.836 / 7.200" homo_ha="-0.487 / -0.488" de_lowest_kcal_mol=8.70
Ni -0.346414 -0.254007 -0.773842 0.2 -0.4 0.3 0.277
C 3.300762 -1.106224 -0.591052 0.1 0.1 0.0 -1.303
As 1.965391 0.269354 -0.824834 -0.4 -0.2 0.1 0.781
C 2.457811 0.960858 -2.563849 0.1 0.0 0.0 -1.340
C 2.484991 1.756326 0.318556 0.1 0.1 -0.1 -1.088
C 2.168763 1.729769 1.823144 0.0 0.1 -0.1 2.296
C 2.831428 0.510822 2.463239 0.0 -0.1 0.1 -1.574
C 0.662117 1.741387 2.096182 0.0 0.1 0.1 -0.933
As -0.417153 0.199386 1.602025 0.0 0.0 -0.3 1.604
C -0.046627 -1.198076 2.885894 0.0 0.0 0.1 -1.480
C -2.132764 0.830493 2.238326 0.0 0.0 0.1 -1.436
C 2.802521 2.986009 2.460911 0.0 0.0 0.1 -2.081
As 2.208513 4.877362 2.280165 0.0 0.0 -0.1 0.352
C 1.461212 4.985609 0.458497 0.0 0.0 -0.1 -0.679
C 0.490245 4.867065 3.227890 0.0 0.1 0.1 -0.998
H 3.225037 -1.573012 0.386500 0.0 0.0 0.0 0.384
H 4.280327 -0.640774 -0.703798 0.0 -0.1 0.0 0.501
H 3.171758 -1.858359 -1.367597 0.0 0.0 0.0 0.509
H 3.416279 1.472516 -2.471182 0.0 0.0 -0.1 0.461
H 1.718053 1.661466 -2.946575 0.0 0.0 0.0 0.376
H 2.555345 0.132789 -3.264066 0.0 0.0 0.0 0.410
H 2.048151 2.638577 -0.155367 0.0 0.0 0.1 -0.218
H 3.568081 1.841980 0.181752 0.0 0.0 0.0 0.695
H 2.473673 -0.432968 2.049096 0.0 0.0 0.0 -0.276
H 2.639700 0.485564 3.537113 0.0 0.0 0.0 0.471
H 3.913107 0.541059 2.323596 0.0 0.0 0.0 0.434
H 0.196696 2.573128 1.557070 0.0 0.0 0.0 -0.738
H 0.477274 1.935883 3.156974 0.0 -0.1 0.0 0.886
H 0.096931 -0.749584 3.869053 0.0 0.0 0.0 0.531
H 0.828650 -1.776658 2.604305 0.0 0.0 0.0 0.373
H -0.912540 -1.858754 2.915251 0.0 0.0 0.0 0.523
H -2.056731 1.051008 3.303275 0.0 0.0 0.0 0.500
H -2.889329 0.066441 2.074636 0.0 0.0 0.0 0.419
H -2.417849 1.739655 1.708433 0.0 0.0 0.0 0.321
H 3.859688 3.007759 2.180424 0.0 0.0 0.0 0.516
H 2.802572 2.858529 3.549378 0.0 0.0 0.0 0.578
H 2.218991 4.766711 -0.292384 0.0 0.0 0.0 0.355
H 1.144158 6.018505 0.312587 0.0 0.0 0.0 0.480
H 0.587768 4.341777 0.310442 0.0 0.0 0.0 -0.252
H 0.626948 4.472439 4.234675 0.0 0.0 0.0 0.339
H -0.302502 4.314332 2.726867 0.0 0.0 0.0 0.163
H 0.177356 5.906397 3.324904 0.0 0.0 0.0 0.420
C -2.469078 4.545201 -1.507851 0.0 0.0 0.0 -1.204
C -3.008281 3.186444 -1.276064 -0.2 0.0 0.0 1.004
N -4.246485 2.878096 -1.062452 0.1 0.0 -0.1 -0.784
N -4.252007 1.520479 -0.888350 0.0 0.1 0.0 0.316
C -3.047147 0.971729 -0.988925 0.0 -0.2 0.1 0.088
S -2.571163 -0.658447 -0.914394 0.0 0.2 -0.1 -0.400
N -2.234448 2.035448 -1.221432 0.0 -0.1 0.0 0.448
N -0.865848 1.869200 -1.448498 0.0 0.0 -0.1 -0.727
H -3.304088 5.231844 -1.616453 0.0 0.0 0.0 0.375
H -1.864879 4.584139 -2.414626 0.0 0.0 0.0 0.350
H -1.858011 4.873848 -0.665074 0.0 0.0 0.0 0.214
H -5.125950 1.041370 -0.731396 0.0 0.0 0.0 0.181
H -0.353779 2.557098 -0.900478 0.0 0.0 0.0 -0.114
H -0.663233 2.021367 -2.435311 -0.1 0.1 0.0 0.342
Te 0.274853 -2.554818 -1.910309 0.2 0.4 -0.5 0.520
C -1.393562 -3.350627 -2.888717 -0.2 -0.1 0.1 0.725
C -2.524735 -3.744340 -2.182617 0.0 -0.1 0.0 -0.122
C -3.584017 -4.322166 -2.864552 0.0 0.0 0.0 -0.814
C -3.514611 -4.492200 -4.241581 0.0 0.0 0.0 -0.528
C -2.384581 -4.095937 -4.939190 0.0 0.0 0.0 -0.587
C -1.311130 -3.529173 -4.263356 0.0 0.0 0.0 -0.614
C 0.491163 -3.949374 -0.375363 -0.1 0.1 0.2 0.745
C 1.465298 -4.928536 -0.530381 -0.1 -0.1 0.1 -0.661
C 1.590355 -5.913290 0.442466 0.0 0.1 -0.1 -0.647
C 0.754092 -5.910901 1.548082 0.0 0.0 0.1 -0.547
C -0.210580 -4.923299 1.699995 0.0 0.1 0.0 -0.877
C -0.342830 -3.931910 0.738810 0.1 -0.1 0.0 -0.250
H -2.580705 -3.633237 -1.106832 0.0 0.0 0.0 0.314
H -4.460983 -4.644783 -2.320413 0.0 0.0 0.0 0.417
H -4.342258 -4.945421 -4.769479 0.0 0.0 0.0 0.416
H -2.326792 -4.242035 -6.008803 0.0 0.0 0.0 0.411
H -0.422219 -3.243757 -4.811784 0.0 0.0 0.0 0.368
H 2.111105 -4.940377 -1.398633 0.0 0.0 0.0 0.464
H 2.339257 -6.684691 0.328827 0.0 0.0 0.0 0.422
H 0.852890 -6.684359 2.297368 0.0 0.0 0.0 0.424
H -0.860978 -4.926923 2.564339 0.0 0.0 0.0 0.446
H -1.093043 -3.158230 0.856791 0.0 0.0 0.0 0.322